# 1
17
Properties=species:S:1:pos:R:3:mulliken_charge:R:1 method="wB97M-V/def2-TZVPD" orbital_gap_ev=9.6 spin_multiplicity=1 homo_energy_ev=-8.540 smiles="C=C[C@H]1C=C(C)C1"
C -0.28382 2.35413 0.19368 -1.270
C 0.16901 0.96287 0.00193 0.395
C 0.99180 0.08911 0.92572 -0.685
C 0.94647 -0.92428 -0.24175 0.380
C -0.15723 -1.87468 -0.22283 -0.511
C -1.47063 -1.69248 -0.11381 -0.740
C 0.29458 0.14471 -1.03806 -0.847
H -0.79026 2.48399 1.15190 0.312
H 0.59563 3.01226 0.19368 0.283
H -0.94955 2.68215 -0.60614 0.317
H 0.56032 -0.20098 1.88865 0.299
H 2.01686 0.45518 1.05696 0.253
H 1.86935 -1.42063 -0.54775 0.449
H 0.21249 -2.86422 -0.30468 0.379
H -2.03891 -2.54562 0.22505 0.265
H -1.99418 -0.82254 -0.47790 0.294
H 0.02807 0.16105 -2.08464 0.427

# 2
95
Properties=species:S:1:pos:R:3:mulliken_charge:R:1 method="wB97M-V/def2-TZVPD" orbital_gap_ev=6.9 spin_multiplicity=1 homo_energy_ev=-11.109 charge=+1
C 0.91058 -2.35064 0.00408 -0.934
C -0.51829 -2.30278 -0.62237 0.251
S -0.54048 -2.47730 -2.43717 -0.363
C -0.80603 -0.82197 -3.20102 -1.413
C -1.28113 0.24857 -2.23981 0.345
C -0.31595 0.99766 -1.55647 1.195
C 1.16722 0.76440 -1.70890 -0.075
O 1.73187 0.73038 -2.77550 -0.573
O 1.87749 0.60369 -0.58150 0.176
B 3.24006 1.00536 -0.76233 0.353
O 4.19850 0.02875 -0.80248 -0.543
N 3.66428 2.39317 -0.87649 -0.115
C 4.40363 2.61246 -2.14628 -0.966
C 4.57532 2.76697 0.23731 -1.168
C -0.73192 1.99893 -0.68585 0.813
C 0.24764 2.85172 0.11176 -0.220
O -0.37413 3.98783 0.67415 -0.539
C -0.54301 3.84309 2.06619 -0.534
O -1.24768 2.64257 2.29644 -0.215
C -0.86330 2.01121 3.51555 -0.588
C 0.46224 1.24917 3.38598 -0.587
O 0.39699 0.19467 2.44002 -0.237
C -2.08426 2.21186 -0.54956 -0.906
N -2.98494 1.48463 -1.18356 0.760
C -4.41760 1.84806 -0.92554 -0.884
N -4.64382 2.14401 0.47571 -0.268
C -5.24251 3.48747 0.67505 -0.908
C -2.61992 0.49621 -2.02274 -1.058
N -3.70346 -0.22533 -2.62764 0.477
C -3.63554 -1.63000 -2.37817 0.540
O -3.49804 -2.02937 -1.25888 -0.339
F -3.68667 -2.47951 -3.38089 -0.265
C -3.92893 0.10386 -4.01224 0.478
O -4.95514 -0.17349 -4.54615 -0.456
F -2.98935 0.77392 -4.69129 -0.180
H 0.96841 -1.65174 0.85231 0.109
H 1.67831 -2.08348 -0.73022 0.166
H 1.07796 -3.35722 0.40692 0.316
H -1.06182 -3.17537 -0.23639 0.730
H -1.05138 -1.42033 -0.24335 -0.344
H -1.56552 -0.91421 -3.98933 0.592
H 0.12897 -0.54202 -3.69574 0.721
H 3.75530 -0.83144 -0.79521 0.227
H 4.94312 3.56566 -2.05509 0.382
H 3.73690 2.64339 -3.01630 0.252
H 5.17648 1.84143 -2.31799 0.275
H 5.62850 2.52319 0.03622 0.315
H 4.47274 3.85183 0.40409 0.355
H 4.21362 2.27775 1.14666 0.389
H 0.80389 2.23817 0.83304 0.006
H 1.00017 3.21267 -0.61318 0.425
H 0.45911 3.82857 2.53228 0.444
H -1.09071 4.72246 2.43276 0.331
H -0.82838 2.71482 4.36519 0.352
H -1.65099 1.28206 3.75698 0.355
H 0.71936 0.83056 4.37655 0.398
H 1.30719 1.89376 3.10092 0.269
H -0.50011 -0.18035 2.43515 0.155
H -2.39251 3.01504 0.11295 0.575
H -4.61876 2.72502 -1.56074 0.368
H -5.11217 1.06562 -1.24207 0.475
H -5.26950 1.42228 0.80955 0.323
H -5.80896 3.47212 1.61021 0.381
H -5.92694 3.74438 -0.14930 0.353
H -4.41763 4.21061 0.72291 0.257
C -6.77736 -3.63054 0.31281 -0.580
O -5.95245 -3.78918 -0.83643 -0.516
H -7.35898 -4.53898 0.44528 0.252
H -6.16067 -3.46659 1.20157 0.178
H -7.45874 -2.78583 0.17737 0.261
H -5.44531 -2.97993 -0.93954 0.330
C -2.88571 -2.78180 2.35832 -0.559
O -1.87483 -1.85879 2.77060 -0.421
H -2.69656 -3.05931 1.32479 0.094
H -2.85328 -3.67619 2.98240 0.333
H -3.87227 -2.31776 2.43133 0.304
H -2.05987 -1.62881 3.68621 0.246
C 6.56287 -1.63450 -2.35699 -0.228
O 7.51324 -0.62844 -2.03036 -0.516
H 6.79862 -2.02768 -3.34314 0.316
H 6.61085 -2.44650 -1.62553 0.238
H 5.55982 -1.20499 -2.37210 -0.064
H 7.28728 -0.29502 -1.15725 0.295
C 6.94619 2.15323 3.32589 -0.636
O 5.62602 1.78084 2.93019 -0.390
H 7.61233 2.00071 2.48024 0.215
H 6.97066 3.20596 3.61682 0.293
H 7.27922 1.53340 4.16107 0.277
H 5.05170 1.92099 3.68817 0.245
C 1.26428 -6.75054 0.00776 -0.613
O 0.20200 -5.80038 -0.06524 -0.402
H 2.12742 -6.26524 0.45710 0.214
H 0.96826 -7.60058 0.62617 0.272
H 1.52878 -7.09845 -0.99318 0.282
H -0.55187 -6.24454 -0.46355 0.277

# 3
19
Properties=species:S:1:pos:R:3:mulliken_spin:R:1 method="wB97M-V/def2-TZVPD" orbital_gap_ev="8.4 / 13.3" spin_multiplicity=5 s_squared=6.004 homo_energy_ev="-15.425 / -20.372" charge=+2
Cr -8.39300 -10.78600 -9.25400 3.913
O -6.39500 -10.59800 -9.76800 0.017
H -5.76600 -10.23600 -9.12000 0.002
H -5.76400 -10.93900 -10.43000 0.007
O -10.33300 -11.13200 -8.57900 0.019
H -11.24300 -11.07400 -8.97500 0.003
H -10.36500 -11.53200 -7.71700 0.001
O -8.72200 -12.61700 -10.20500 -0.006
H -7.97200 -13.25100 -10.17000 0.002
H -9.59700 -13.06500 -10.30000 0.002
O -8.44300 -8.97700 -8.24100 -0.009
H -7.74100 -8.32300 -8.21700 0.004
H -9.18900 -8.40100 -8.40500 0.001
O -8.75400 -9.63900 -10.91900 0.017
H -8.84000 -10.16300 -11.76700 0.001
H -8.78200 -8.66600 -11.16100 0.007
O -7.85700 -11.75600 -7.48800 0.013
H -7.15000 -12.30700 -7.08900 0.006
H -8.26600 -11.31200 -6.73900 -0.001

# 4
80
Properties=species:S:1:pos:R:3:mulliken_charge:R:1 method="wB97M-V/def2-TZVPD" orbital_gap_ev=9.6 spin_multiplicity=1 homo_energy_ev=-9.812
O -0.12437 -4.21556 3.24277 -0.476
S 0.16090 -4.43489 4.74781 0.530
O -0.90290 -3.56746 5.75892 -0.212
B -1.86843 -2.75250 4.99388 0.587
O -1.85399 -1.26505 5.22599 -0.536
O -2.89087 -3.24982 4.05242 -0.502
O 1.80063 -4.19846 5.15437 -0.286
B 2.17335 -2.77044 5.17541 0.722
O 1.48054 -1.68694 5.89966 -0.517
O 3.40857 -2.39662 4.40072 -0.478
H -2.63726 -0.87671 4.70324 0.324
H -3.42483 -3.97524 4.49275 0.309
H 0.97396 -1.15409 5.19327 0.283
H 3.18127 -1.64146 3.75286 0.313
C 4.56485 -0.97351 -0.64549 -0.018
C 4.88259 0.49823 -0.39502 -0.493
O 4.13302 0.84954 0.76580 -0.277
S 4.01747 -0.45579 1.73698 1.230
O 5.04231 -0.35499 2.75220 -0.550
O 2.62324 -0.67420 2.04493 -0.585
O 4.48953 -1.57254 0.64706 -0.334
H 3.59086 -1.08922 -1.13179 0.074
H 5.33268 -1.46466 -1.24921 0.348
H 4.60587 1.13369 -1.23964 0.336
H 5.94439 0.63883 -0.16667 0.313
C -0.75471 1.33386 -1.12010 -0.005
C -0.29268 -0.11899 -1.04615 -0.402
O 1.10211 -0.08241 -1.33943 -0.311
S 1.72223 1.32287 -0.79074 1.226
O 2.32021 1.07763 0.50286 -0.478
O 2.42792 1.96519 -1.87510 -0.664
O 0.30866 2.10109 -0.55816 -0.342
H -0.89189 1.65142 -2.15880 0.047
H -1.68096 1.50130 -0.56395 0.327
H -0.81946 -0.76029 -1.75679 0.314
H -0.41460 -0.52028 -0.03450 0.280
C 0.96252 -1.46757 -5.84566 -0.398
C 1.09502 -0.06337 -6.42908 -0.328
O -0.23584 0.44518 -6.48365 -0.328
S -1.09327 -0.18036 -5.24512 1.063
O -1.10297 0.78609 -4.16948 -0.355
O -2.29586 -0.77758 -5.77757 -0.630
O -0.05348 -1.37185 -4.84878 -0.322
H 0.62748 -2.18032 -6.60611 0.298
H 1.89804 -1.82103 -5.40391 0.334
H 1.54771 -0.06649 -7.42348 0.313
H 1.67749 0.58537 -5.76636 0.280
C 4.78558 -2.05387 7.79874 -0.283
C 4.41976 -3.20382 8.73336 -0.230
O 5.66608 -3.75552 9.15182 -0.336
S 6.77734 -2.56346 9.21897 1.083
O 6.87393 -2.11334 10.58980 -0.537
O 7.92533 -2.96451 8.43943 -0.533
O 5.94101 -1.44715 8.37498 -0.330
H 5.05549 -2.42457 6.80462 0.271
H 3.97720 -1.32357 7.70672 0.277
H 3.80817 -3.96303 8.24008 0.260
H 3.89693 -2.83739 9.62314 0.317
C -2.24731 3.79547 -5.85915 -0.196
C -3.51112 3.33736 -5.13621 -0.017
O -3.77939 4.35388 -4.17315 -0.190
S -3.28234 5.78983 -4.76596 1.012
O -4.42824 6.46435 -5.33435 -0.555
O -2.40719 6.40628 -3.79617 -0.529
O -2.37466 5.21034 -5.98997 -0.368
H -1.35402 3.58772 -5.26131 0.234
H -2.14241 3.32952 -6.84260 0.330
H -3.38377 2.36801 -4.64845 0.065
H -4.36273 3.28976 -5.82310 0.254
C -7.91783 2.27870 -3.73818 -0.297
C -8.28364 1.12875 -2.80356 -0.392
O -7.03733 0.57705 -2.38510 -0.312
S -5.92607 1.76912 -2.31795 1.128
O -5.82947 2.21924 -0.94711 -0.618
O -4.77808 1.36806 -3.09748 -0.451
O -6.76240 2.88543 -3.16193 -0.283
H -7.64791 1.90800 -4.73230 0.265
H -8.72621 3.00900 -3.83020 0.315
H -8.89523 0.36954 -3.29683 0.314
H -8.80647 1.49518 -1.91378 0.303

Number 1: DFT total energy -272.60984 a.u.. Number 2: DFT total energy -2764.15327 a.u.. Number 3: DFT total energy -1502.56490 a.u.. Number 4: DFT total energy -5643.42773 a.u..